# 1
The following is a quantum chemistry calculation of a 6-piece molecular cluster, C4H18NO7 overall, from OMol25.

Computed properties:
Relative energy (zero: lowest compared OMol25 entry of this formula, charge and spin): 99.9 kJ/mol
Kohn-Sham gap (spin up / spin down): 0.3848 / 0.2289 Eh
<S²>: 0.756
Spin multiplicity: 2

Last column: Mulliken charge in e.
CARTESIAN COORDINATES (ANGSTROEM)
1 H -0.02891 -2.43534 -0.56344  0.27
2 H -2.68335 -2.00148 0.65682  0.35
3 H -1.58901 0.80505 0.92258  0.38
4 O -0.51721 -0.70039 -3.64998  -0.64
5 O -1.22141 3.10274 1.01555  -0.66
6 O 2.01946 -0.40751 3.23235  -0.66
7 H -0.55842 -2.40085 1.13347  0.33
8 H -0.38140 3.35918 1.47007  0.34
9 H 2.18312 1.72214 -1.00829  0.30
10 O 1.77127 2.04809 -0.20496  -0.64
11 H 2.48853 -1.26242 0.72468  0.36
12 C -2.40222 0.85549 0.19454  -1.03
13 H -1.95066 -0.30309 -1.54820  -0.11
14 O 0.62475 -0.40491 -1.25118  -0.55
15 C -2.56207 -0.41281 -0.67236  -0.22
16 C 0.28540 -0.55538 -0.06158  0.41
17 H -3.62097 -0.67377 -0.89930  0.38
18 H -2.26133 1.73565 -0.46107  0.30
19 O 3.25346 -0.93194 0.25768  -0.62
20 H 2.75859 -0.45098 2.59969  0.34
21 H -0.98461 2.60775 0.23943  0.33
22 H 1.28767 -0.05913 2.66045  0.39
23 O 0.78951 -0.07233 0.96910  -0.54
24 H 0.41442 -0.43035 -3.74624  0.34
25 H 2.85861 -0.28987 -0.37465  0.30
26 H -3.33548 1.13879 0.68584  0.42
27 H -0.44915 -0.25004 -2.77896  0.40
28 N -2.06252 -1.70280 -0.07848  -0.02
29 C -0.65005 -1.86048 0.15529  -0.66
30 H 1.60093 1.25204 0.37597  0.41

***

# 2
The following is a quantum chemistry calculation of an isolated molecule of C7H10N2, from OMol25.

Computed properties:
Relative energy (zero: lowest compared OMol25 entry of this formula, charge and spin): 972.9 kJ/mol
Kohn-Sham gap: 0.3079 Eh
Spin multiplicity: 1

Last column: Mulliken charge in e.
CARTESIAN COORDINATES (ANGSTROEM)
1 H 1.54881 -1.72070 -1.54878  0.27
2 C -1.02522 0.42804 -0.78278  -0.09
3 C -1.11106 -0.22588 -2.17223  -0.47
4 C -0.46650 -0.72329 0.05481  -0.36
5 H 0.45712 1.73699 1.08476  0.28
6 N 1.06366 -0.85768 -1.41133  -0.08
7 N 0.00627 -0.84436 -2.32652  -0.59
8 C 0.87873 -0.28931 -0.06576  -0.11
9 H 0.96708 -0.96833 1.89045  0.27
10 C -1.09679 0.30580 0.84368  -0.02
11 C -0.04791 0.97250 1.63709  -0.76
12 H 0.98582 0.81707 -0.43724  0.20
13 H -0.53437 1.22133 2.61499  0.35
14 H -0.85307 -1.76464 0.03336  0.39
15 H -1.76522 0.00559 -2.93288  0.45
16 H -2.17547 0.08298 1.17343  0.35
17 C 1.29667 0.03964 1.39539  -0.62
18 H -0.51604 1.45676 -0.81195  0.24
19 H 2.38750 0.32751 1.76151  0.29

***

# 3
The following is a quantum chemistry calculation of C6H27B2N5NiO3 as an isolated structure, from OMol25.

Computed properties:
Relative energy (zero: lowest compared OMol25 entry of this formula, charge and spin): 485.4 kJ/mol
Kohn-Sham gap (spin up / spin down): 0.2796 / 0.2846 Eh
<S²>: 2.004
Spin multiplicity: 3

Last column: Mulliken charge in e.
CARTESIAN COORDINATES (ANGSTROEM)
1 H 1.35642 -2.12928 -3.04497  0.37
2 H 2.48575 -1.01753 0.27245  0.18
3 H -0.11207 -2.88411 -1.63029  0.20
4 H 2.21773 0.75366 2.77541  0.25
5 C 0.12364 -3.40358 -0.70148  -1.51
6 H 2.63970 2.50988 2.66735  0.15
7 B -0.67943 1.87364 -1.92624  1.03
8 H 0.91347 -4.05132 -1.08188  0.46
9 C 1.65525 1.89059 1.20428  0.33
10 H -1.25458 -0.71928 -2.18590  -0.33
11 H -2.42321 0.94102 3.94304  0.16
12 H 0.53236 3.40719 0.81248  0.13
13 H -0.93735 2.34536 -2.86176  -0.19
14 Ni -0.56092 0.08719 -0.70931  0.26
15 B -2.21804 -0.99984 -1.78933  1.16
16 O 1.26014 -0.84263 -1.47677  -0.01
17 H -2.62078 -1.89604 -2.23527  -0.26
18 C 0.84206 -2.42059 0.26261  0.33
19 O -1.69961 0.84159 0.87759  -0.56
20 N 1.41066 3.18713 1.25999  -0.47
21 H -1.59662 3.14827 1.37540  0.25
22 H 1.32479 -0.46069 -3.53902  0.24
23 H 2.71653 -2.32038 -0.73988  0.60
24 H -2.90348 -0.17583 -1.91346  -0.35
25 C 1.71545 -1.13550 -2.77737  -0.98
26 H -1.58440 1.47375 -1.49570  -0.09
27 H -2.32956 -0.46988 2.87373  0.24
28 N 2.35192 1.62301 2.27909  -0.37
29 C -1.85756 1.28258 2.01930  0.59
30 H -0.62375 -3.90924 -0.09008  0.40
31 N -2.20081 0.51543 3.05450  -0.42
32 C 1.92571 -1.63891 -0.42637  -0.81
33 N -1.86486 2.60959 2.18655  -0.42
34 H 2.12014 3.88196 1.44425  0.20
35 H -0.24468 2.56157 -1.21772  -0.50
36 N -0.21057 -1.44474 0.76107  -0.31
37 H 0.19836 -0.92185 1.52230  0.20
38 H 0.05022 1.12298 -2.18768  -0.50
39 H -2.06169 -1.21697 -0.74403  -0.37
40 H 1.14443 -3.07162 1.08288  0.43
41 H 2.79805 -1.00895 -2.76939  0.32
42 H -1.83567 2.98701 3.12293  0.18
43 H -0.98194 -1.92479 1.20223  0.29
44 O 1.01870 1.02023 0.54467  -0.48

***

# 4
The following is a quantum chemistry calculation of C11H30N6O15Zn2 as an isolated structure, from OMol25.

Computed properties:
Relative energy (zero: lowest compared OMol25 entry of this formula, charge and spin): 1805.9 kJ/mol
Kohn-Sham gap: 0.1395 Eh
Spin multiplicity: 1

Last column: Mulliken charge in e.
CARTESIAN COORDINATES (ANGSTROEM)
1 H 2.60228 -1.60922 -5.65894  0.32
2 O 1.81180 -0.16787 -4.49882  -0.48
3 H 2.22710 4.64729 -3.78189  0.21
4 H -4.86240 1.19332 -4.08245  0.22
5 H -4.44833 4.69530 -5.60978  0.23
6 O 5.94830 -7.44335 1.34525  -0.52
7 C 4.14896 -0.66324 -4.51604  -0.31
8 O -0.24609 0.73604 0.79364  -0.27
9 C 1.73598 6.44408 -3.20514  0.64
10 O 1.47112 4.02123 4.73094  -0.21
11 Zn 0.84655 0.45508 5.66593  0.05
12 C -1.93706 -7.32842 0.53033  -0.30
13 H 4.24179 -3.53938 1.56874  0.29
14 H -2.41260 -9.09875 2.34337  0.32
15 O -5.38520 2.39728 -5.86927  -0.69
16 O 4.68672 -4.11916 0.94625  -0.49
17 H -2.26446 -6.74287 -0.32876  0.32
18 C -2.83161 -8.63677 0.52248  -0.48
19 O 4.19961 0.06379 -3.29639  -0.53
20 H 2.32128 5.85990 -5.01126  0.17
21 H 4.10053 -5.82516 2.13654  0.27
22 O 0.21694 -0.68731 2.39663  -0.42
23 H -2.90495 -9.06111 -0.47884  0.34
24 H 4.43074 -0.04131 -5.36569  0.27
25 N 2.19052 5.62358 -4.03804  -0.31
26 H -3.78200 -8.35021 0.97274  0.29
27 H -3.68185 2.29939 -3.34073  0.16
28 H -4.96430 7.36410 6.92165  0.22
29 N -3.99984 3.97957 -5.05599  -0.38
30 Zn -0.34230 4.22031 1.61134  0.08
31 C -4.66044 2.85955 -4.99500  0.66
32 H -0.90405 -7.65561 0.41232  0.26
33 H 5.51983 -5.04119 2.56649  0.28
34 C 5.58640 -6.25162 0.68422  -0.35
35 N -4.37732 2.07814 -4.03892  -0.38
36 H 5.21603 -7.83548 1.82651  0.31
37 N 1.59977 7.59526 -3.88567  -0.39
38 O 0.35705 3.93105 6.30885  -0.34
39 H -4.03837 6.12945 6.20642  0.16
40 O 0.29343 5.56538 4.84126  -0.34
41 C 2.79381 -1.16761 -4.68099  -0.45
42 O -2.33888 -9.51185 1.47994  -0.54
43 H 4.97286 -6.35049 -0.21127  0.26
44 H 1.78915 -0.11991 -3.54029  0.30
45 H -4.90531 4.24703 6.07004  0.15
46 O 1.55926 6.30574 -1.99977  -0.65
47 C -0.62601 -0.09100 1.62842  0.83
48 N -5.83119 4.50101 6.38362  -0.34
49 H -1.52767 -5.86909 1.72715  0.29
50 H -6.54818 3.78995 6.40403  0.20
51 H 4.30512 -0.63874 -2.65070  0.31
52 H 2.61788 -2.01617 -4.01985  0.28
53 H 4.87464 -1.47388 -4.45012  0.28
54 C 0.87902 4.72697 5.55931  0.81
55 O -6.97564 6.23584 7.23445  -0.68
56 H 2.00147 7.73655 -4.80152  0.14
57 H 1.14790 8.43865 -3.56226  0.19
58 N -4.89806 6.38847 6.66897  -0.37
59 H 6.55586 -5.91969 0.31264  0.26
60 C -5.97164 5.72397 6.76640  0.66
61 H -3.27023 4.24219 -4.40884  0.18
62 O -2.07077 -6.65988 1.76339  -0.52
63 C 4.94613 -5.31091 1.67980  -0.30
64 O -1.18881 0.73160 2.37291  -0.19

***

no.,strongest force on any atom (eV/Å),E_tot (hartree)
1,2.9,-744.51531
2,5.5,-381.88161
3,4.9,-2302.09787
4,9.7,-5452.32250